## a
Below is a cluster of 3 separate species, C4H15NO2 in total, with properties calculated with ωB97M-V with the def2-TZVPD basis set.

Last columns: bonded neighbours and bond lengths (Å).
Geometry (Å):
1 C -0.762 2.440 -0.360  C2 1.515, H6 1.074, H7 1.086, H8 1.088
2 C -1.504 1.143 -0.113  C1 1.515, N3 1.459, H9 1.104, H10 1.083
3 N -0.671 -0.030 0.131  C2 1.459, C4 1.450, C5 1.467
4 C -1.460 -1.232 0.320  N3 1.450, H11 1.108, H12 1.086, H13 1.084
5 C 0.416 -0.202 -0.838  N3 1.467, H14 1.096, H15 1.092, H16 1.087
6 H -1.491 3.222 -0.251  C1 1.074
7 H 0.027 2.568 0.376  C1 1.086
8 H -0.214 2.495 -1.299  C1 1.088
9 H -2.190 0.925 -0.950  C2 1.104
10 H -2.160 1.250 0.742  C2 1.083
11 H -1.819 -1.620 -0.654  C4 1.108
12 H -2.298 -1.068 0.992  C4 1.086
13 H -0.815 -2.027 0.677  C4 1.084
14 H 0.215 0.424 -1.715  C5 1.096
15 H 1.325 0.194 -0.384  C5 1.092
16 H 0.546 -1.219 -1.198  C5 1.087
17 O 3.434 -2.597 -0.967  H18 0.969, H19 0.965
18 H 4.038 -3.073 -0.378  O17 0.969
19 H 3.857 -2.731 -1.823  O17 0.965
20 O 0.875 0.194 2.558  H21 0.964, H22 0.982
21 H 0.521 0.807 3.213  O20 0.964
22 H 0.129 0.137 1.922  O20 0.982

* SMILES: CCN(C)C.O.O
* E_HOMO: -8.426 eV

Charge distribution, natural (NBO) scheme, values in e: atom 1 (C): -0.624, atom 2 (C): -0.205, atom 3 (N): -0.477, atom 4 (C): -0.408, atom 5 (C): -0.426, atom 6 (H): 0.217, atom 7 (H): 0.215, atom 8 (H): 0.209, atom 9 (H): 0.156, atom 10 (H): 0.189, atom 11 (H): 0.162, atom 12 (H): 0.201, atom 13 (H): 0.208, atom 14 (H): 0.178, atom 15 (H): 0.217, atom 16 (H): 0.211, atom 17 (O): -0.931, atom 18 (H): 0.468, atom 19 (H): 0.464, atom 20 (O): -0.965, atom 21 (H): 0.455, atom 22 (H): 0.486

=====

## b
Below is a cluster of 3 separate species, C4H15NO2 in total, with properties calculated with ωB97M-V with the def2-TZVPD basis set.

Last columns: bonded neighbours and bond lengths (Å).
Geometry (Å):
1 C 2.049 1.683 0.353  C2 1.595, H6 1.112, H7 1.089, H8 1.070
2 C 1.068 0.646 -0.359  C1 1.595, C3 1.515, C4 1.544, H9 1.100
3 C 0.615 -0.271 0.759  C2 1.515, H10 1.104, H11 1.087, H12 1.093
4 C -0.046 1.476 -1.034  C2 1.544, N5 1.513, H13 1.123, H14 1.100
5 N -1.021 0.668 -1.861  C4 1.513, H15 1.008, H16 1.010
6 H 3.040 1.201 0.493  C1 1.112
7 H 1.728 1.985 1.349  C1 1.089
8 H 2.148 2.521 -0.306  C1 1.070
9 H 1.712 0.143 -1.095  C2 1.100
10 H 0.188 0.348 1.567  C3 1.104
11 H 0.035 -1.146 0.477  C3 1.087
12 H 1.598 -0.680 1.008  C3 1.093
13 H 0.363 2.296 -1.682  C4 1.123
14 H -0.488 1.943 -0.141  C4 1.100
15 H -1.268 -0.191 -1.396  N5 1.008
16 H -0.727 0.552 -2.821  N5 1.010
17 O -2.899 -1.037 0.443  H18 0.969, H19 0.963
18 H -2.213 -1.546 0.900  O17 0.969
19 H -3.565 -1.436 -0.127  O17 0.963
20 O -0.899 -2.732 1.109  H21 0.959, H22 0.959
21 H -0.652 -3.067 1.973  O20 0.959
22 H -0.766 -3.354 0.391  O20 0.959

* SMILES: CC(C)CN.O.O
* E_HOMO: -8.451 eV

Charge distribution, natural (NBO) scheme, values in e: atom 1 (C): -0.610, atom 2 (C): -0.217, atom 3 (C): -0.636, atom 4 (C): -0.213, atom 5 (N): -0.861, atom 6 (H): 0.203, atom 7 (H): 0.201, atom 8 (H): 0.203, atom 9 (H): 0.187, atom 10 (H): 0.204, atom 11 (H): 0.230, atom 12 (H): 0.201, atom 13 (H): 0.187, atom 14 (H): 0.180, atom 15 (H): 0.371, atom 16 (H): 0.356, atom 17 (O): -1.010, atom 18 (H): 0.509, atom 19 (H): 0.484, atom 20 (O): -0.961, atom 21 (H): 0.497, atom 22 (H): 0.496

=====

Each structure's energy above the most stable one, in kJ/mol: a 0.0; b 28.8.

=====

## a
Below is a cluster of 2 separate species, C5H8O3 in total, with properties calculated with ωB97M-V with the def2-TZVPD basis set.

Last columns: bonded neighbours and bond lengths (Å).
Geometry (Å):
1 C 0.867 0.314 -3.133  C2 1.563, H5 1.095, H6 1.117, H7 1.188
2 C 0.630 -0.179 -1.669  C1 1.563, O3 1.220, O4 1.309
3 O 0.700 -1.366 -1.399  C2 1.220
4 O 0.203 0.670 -0.768  C2 1.309, H8 0.955
5 H -0.109 0.801 -3.217  C1 1.095
6 H 1.596 1.157 -3.054  C1 1.117
7 H 1.186 -0.683 -3.697  C1 1.188
8 H 0.199 0.320 0.120  O4 0.955
9 C -1.060 1.098 2.529  C10 1.419, H13 1.019, H14 1.021, H15 1.086
10 C -0.862 -0.209 2.014  C9 1.419, C11 1.186
11 C -0.350 -1.277 1.949  C10 1.186, O12 1.307
12 O -0.036 -2.494 1.592  C11 1.307, H16 0.961
13 H -0.588 1.149 3.430  C9 1.019
14 H -0.777 1.812 1.856  C9 1.021
15 H -2.109 1.352 2.646  C9 1.086
16 H 0.511 -2.467 0.802  O12 0.961

* SMILES: CC(=O)O.CC#CO
* E_HOMO: -9.289 eV

Charge distribution, natural (NBO) scheme, values in e: atom 1 (C): -0.729, atom 2 (C): 0.802, atom 3 (O): -0.656, atom 4 (O): -0.692, atom 5 (H): 0.245, atom 6 (H): 0.239, atom 7 (H): 0.266, atom 8 (H): 0.517, atom 9 (C): -0.664, atom 10 (C): -0.189, atom 11 (C): 0.319, atom 12 (O): -0.656, atom 13 (H): 0.230, atom 14 (H): 0.224, atom 15 (H): 0.226, atom 16 (H): 0.519

=====

## b
Below is a cluster of 2 separate species, C5H8O3 in total, with properties calculated with ωB97M-V with the def2-TZVPD basis set.

Last columns: bonded neighbours and bond lengths (Å).
Geometry (Å):
1 C -2.709 -0.409 0.011  C2 1.446, H7 1.091, H8 1.090, H9 1.090
2 C -1.372 0.139 -0.014  C1 1.446, C3 1.211
3 C -0.381 0.832 -0.072  C2 1.211, C4 1.441
4 C 1.033 1.108 -0.098  C3 1.441, O5 1.390, O6 1.393, H10 1.196
5 O 1.385 1.816 -1.241  C4 1.390, H11 0.966
6 O 1.563 1.709 1.041  C4 1.393, H12 0.967
7 H -3.392 0.284 0.505  C1 1.091
8 H -2.708 -1.353 0.556  C1 1.090
9 H -3.055 -0.588 -1.008  C1 1.090
10 H 1.508 0.010 -0.121  C4 1.196
11 H 2.277 2.168 -1.124  O5 0.966
12 H 0.877 2.203 1.511  O6 0.967
13 C 1.249 -1.870 0.000  O14 1.224, H15 1.103, H16 1.104
14 O 0.042 -2.051 -0.084  C13 1.224
15 H 1.758 -1.882 0.979  C13 1.103
16 H 1.924 -2.116 -0.839  C13 1.104

* SMILES: CC#CC(O)O.C=O
* E_HOMO: -9.695 eV

Charge distribution, natural (NBO) scheme, values in e: atom 1 (C): -0.700, atom 2 (C): 0.133, atom 3 (C): -0.146, atom 4 (C): 0.354, atom 5 (O): -0.702, atom 6 (O): -0.715, atom 7 (H): 0.240, atom 8 (H): 0.247, atom 9 (H): 0.243, atom 10 (H): 0.131, atom 11 (H): 0.481, atom 12 (H): 0.487, atom 13 (C): 0.200, atom 14 (O): -0.510, atom 15 (H): 0.128, atom 16 (H): 0.128

=====

## c
Below is an isolated molecule of C5H8O3, with properties calculated with ωB97M-V with the def2-TZVPD basis set.

Last columns: bonded neighbours and bond lengths (Å).
Geometry (Å):
1 O -0.142 2.039 -0.125  C2 1.434, H9 1.055
2 C -0.235 0.756 0.509  O1 1.434, C3 1.511, C6 1.743, H10 1.106
3 C -1.446 -0.090 0.193  C2 1.511, C4 1.558, H11 1.149, H12 0.979
4 C -0.877 -1.442 -0.330  C3 1.558, C5 1.379, H13 1.071
5 C 0.500 -1.526 -0.337  C4 1.379, C6 1.557, H14 1.045
6 C 1.163 -0.163 0.021  C2 1.743, C5 1.557, O7 1.375, O8 1.364
7 O 2.159 -0.294 0.960  C6 1.375, H15 0.946
8 O 1.674 0.545 -1.027  C6 1.364, H16 0.984
9 H -0.788 1.984 -0.956  O1 1.055
10 H -0.194 1.025 1.581  C2 1.106
11 H -2.030 0.392 -0.671  C3 1.149
12 H -2.097 -0.161 0.921  C3 0.979
13 H -1.621 -2.212 -0.323  C4 1.071
14 H 0.987 -2.308 -0.829  C5 1.045
15 H 2.343 0.534 1.377  O7 0.946
16 H 1.719 1.518 -0.890  O8 0.984

* SMILES: O[C@H]1CC=CC1(O)O
* E_HOMO: -9.610 eV

Charge distribution, natural (NBO) scheme, values in e: atom 1 (O): -0.729, atom 2 (C): 0.056, atom 3 (C): -0.458, atom 4 (C): -0.145, atom 5 (C): -0.214, atom 6 (C): 0.480, atom 7 (O): -0.710, atom 8 (O): -0.734, atom 9 (H): 0.474, atom 10 (H): 0.178, atom 11 (H): 0.193, atom 12 (H): 0.212, atom 13 (H): 0.209, atom 14 (H): 0.218, atom 15 (H): 0.472, atom 16 (H): 0.497

=====

Each structure's energy above the most stable one, in kJ/mol: a 56.3; b 135.2; c 0.0.

=====

## a
Below is an isolated molecule of C5H8O3, with properties calculated with ωB97M-V with the def2-TZVPD basis set.

Last columns: bonded neighbours and bond lengths (Å).
Geometry (Å):
1 O -1.718 1.271 -0.105  C2 1.533, H9 1.023
2 C -1.884 -0.249 0.007  O1 1.533, C3 1.540, H10 1.172, H11 1.114
3 C -0.563 -1.038 -0.063  C2 1.540, O4 1.469, O8 1.427, H12 1.155
4 O 0.454 -0.838 -1.103  C3 1.469, C5 1.451
5 C 1.530 0.048 -0.700  O4 1.451, C6 1.459, C7 1.565, H13 0.981
6 C 1.252 1.326 -0.054  C5 1.459, C7 1.568, H14 1.162, H15 1.098
7 C 1.348 0.052 0.854  C5 1.565, C6 1.568, O8 1.464, H16 1.132
8 O 0.195 -0.808 1.124  C3 1.427, C7 1.464
9 H -2.535 1.678 0.358  O1 1.023
10 H -2.499 -0.440 -0.971  C2 1.172
11 H -2.588 -0.644 0.774  C2 1.114
12 H -0.908 -2.131 -0.208  C3 1.155
13 H 2.326 -0.107 -1.253  C5 0.981
14 H 0.383 2.096 -0.093  C6 1.162
15 H 2.120 1.949 0.194  C6 1.098
16 H 2.154 -0.231 1.598  C7 1.132

* SMILES: OC[C@H]1O[C@H]2C[C@H]2O1
* E_HOMO: -8.958 eV

Charge distribution, natural (NBO) scheme, values in e: atom 1 (O): -0.746, atom 2 (C): -0.129, atom 3 (C): 0.355, atom 4 (O): -0.519, atom 5 (C): 0.062, atom 6 (C): -0.492, atom 7 (C): 0.052, atom 8 (O): -0.535, atom 9 (H): 0.475, atom 10 (H): 0.182, atom 11 (H): 0.205, atom 12 (H): 0.178, atom 13 (H): 0.194, atom 14 (H): 0.271, atom 15 (H): 0.229, atom 16 (H): 0.218

=====

## b
Below is an isolated molecule of C5H8O3, with properties calculated with ωB97M-V with the def2-TZVPD basis set.

Last columns: bonded neighbours and bond lengths (Å).
Geometry (Å):
1 C -1.096 0.257 -0.884  C3 1.498, C4 1.764, H11 1.082, H12 1.083
2 C 2.140 1.110 0.210  C5 1.490, H14 1.091, H15 1.095, H16 1.088
3 C -1.535 -0.850 0.025  C1 1.498, C4 1.757, O6 1.394, O8 1.268
4 C 0.174 -0.453 0.115  C1 1.764, C3 1.757, C5 1.361, O7 1.327
5 C 0.702 0.770 0.397  C2 1.490, C4 1.361, H13 1.081
6 O -2.335 -0.347 1.049  C3 1.394, H9 0.967
7 O 0.848 -1.470 -0.406  C4 1.327, H10 1.009
8 O -1.632 -2.063 -0.331  C3 1.268
9 H -2.695 -1.121 1.504  O6 0.967
10 H 0.113 -2.146 -0.551  O7 1.009
11 H -1.454 1.258 -0.684  C1 1.082
12 H -0.838 -0.022 -1.898  C1 1.083
13 H 0.067 1.475 0.915  C5 1.081
14 H 2.256 2.100 -0.235  C2 1.091
15 H 2.640 1.132 1.184  C2 1.095
16 H 2.645 0.371 -0.409  C2 1.088

* E_HOMO: -8.538 eV

Charge distribution, natural (NBO) scheme, values in e: atom 1 (C): -0.350, atom 2 (C): -0.675, atom 3 (C): 0.607, atom 4 (C): 0.225, atom 5 (C): -0.064, atom 6 (O): -0.718, atom 7 (O): -0.680, atom 8 (O): -0.777, atom 9 (H): 0.494, atom 10 (H): 0.522, atom 11 (H): 0.238, atom 12 (H): 0.243, atom 13 (H): 0.220, atom 14 (H): 0.231, atom 15 (H): 0.244, atom 16 (H): 0.239

=====

## c
Below is an isolated molecule of C5H8O3, with properties calculated with ωB97M-V with the def2-TZVPD basis set.

Last columns: bonded neighbours and bond lengths (Å).
Geometry (Å):
1 O -0.614 -2.212 0.199  C2 1.250
2 C -0.229 -1.039 -0.001  O1 1.250, C3 1.515, C7 1.415
3 C 1.102 -0.386 0.310  C2 1.515, O4 1.457, C5 1.462, H9 1.152
4 O 2.341 -0.897 -0.263  C3 1.457, H10 0.986
5 C 0.885 0.981 -0.162  C3 1.462, C6 1.552, H11 1.163, H12 1.023
6 C -0.572 1.220 0.317  C5 1.552, C7 1.519, H13 1.107, H14 1.165
7 C -1.203 -0.042 -0.244  C2 1.415, C6 1.519, O8 1.458, H15 1.112
8 O -2.600 -0.390 -0.014  C7 1.458, H16 1.072
9 H 1.155 -0.262 1.454  C3 1.152
10 H 2.434 -1.792 0.141  O4 0.986
11 H 0.738 0.885 -1.311  C5 1.163
12 H 1.617 1.619 0.160  C5 1.023
13 H -0.762 2.210 -0.141  C6 1.107
14 H -0.492 1.295 1.477  C6 1.165
15 H -1.047 0.095 -1.337  C7 1.112
16 H -2.751 -1.284 -0.584  O8 1.072

* SMILES: O=C1[C@@H](O)CC[C@@H]1O
* E_HOMO: -9.814 eV

Charge distribution, natural (NBO) scheme, values in e: atom 1 (O): -0.538, atom 2 (C): 0.517, atom 3 (C): -0.003, atom 4 (O): -0.696, atom 5 (C): -0.386, atom 6 (C): -0.408, atom 7 (C): -0.022, atom 8 (O): -0.688, atom 9 (H): 0.192, atom 10 (H): 0.478, atom 11 (H): 0.192, atom 12 (H): 0.226, atom 13 (H): 0.234, atom 14 (H): 0.214, atom 15 (H): 0.198, atom 16 (H): 0.490

=====

## d
Below is an isolated molecule of C5H8O3, with properties calculated with ωB97M-V with the def2-TZVPD basis set.

Last columns: bonded neighbours and bond lengths (Å).
Geometry (Å):
1 C 1.752 0.391 -0.963  C2 1.495, H9 1.093, H10 1.092, H11 1.089
2 C 0.767 -0.392 -0.155  C1 1.495, O3 1.359, C4 1.367
3 O 1.123 -1.696 -0.011  C2 1.359, H12 0.978
4 C -0.479 0.069 0.165  C2 1.367, C5 1.495, C6 1.522
5 C -0.914 1.494 0.038  C4 1.495, H13 1.086, H14 1.087, H15 1.091
6 C -1.567 -0.991 0.263  C4 1.522, O7 1.191, O8 1.646
7 O -1.595 -2.148 -0.019  C6 1.191
8 O -1.369 -0.511 1.825  C6 1.646, H16 0.973
9 H 1.549 0.279 -2.032  C1 1.093
10 H 2.766 0.032 -0.772  C1 1.092
11 H 1.739 1.452 -0.720  C1 1.089
12 H 0.338 -2.279 -0.006  O3 0.978
13 H -1.711 1.689 0.750  C5 1.086
14 H -0.104 2.181 0.272  C5 1.087
15 H -1.277 1.693 -0.971  C5 1.091
16 H -1.018 -1.262 2.335  O8 0.973

* SMILES: C/C(O)=C(\C)C(=O)O
* E_HOMO (spin up / spin down): -7.796 / -7.795 eV

Charge distribution, natural (NBO) scheme, values in e: atom 1 (C): -0.644, atom 2 (C): 0.260, atom 3 (O): -0.692, atom 4 (C): -0.105, atom 5 (C): -0.627, atom 6 (C): 0.790, atom 7 (O): -0.502, atom 8 (O): -0.779, atom 9 (H): 0.220, atom 10 (H): 0.228, atom 11 (H): 0.220, atom 12 (H): 0.484, atom 13 (H): 0.233, atom 14 (H): 0.225, atom 15 (H): 0.213, atom 16 (H): 0.477

=====

Each structure's energy above the most stable one, in kJ/mol: a 183.6; b 101.2; c 0.0; d 134.6.